# 1
Computed, not measured: a cluster of 14 separate species, C46H70B8F32N9O3 in total in a non-equilibrium geometry, with ωB97M-V/def2-TZVPD.

Geometry as XYZ:
```
168
Properties=species:S:1:pos:R:3:forces:R:3
C -0.139556 -2.528003 5.433812 0.1 0.5 -0.4
C 0.137294 -1.102603 5.819122 4.1 0.6 -0.7
O 1.259824 -0.630363 5.997302 -4.6 -1.1 -0.2
N -1.103406 -0.220273 5.962962 1.2 -0.5 -0.6
H -1.952226 -0.733313 5.772192 -0.1 -0.6 0.7
H -1.000946 0.040457 6.933332 -0.7 0.9 0.4
C -1.215266 0.891817 4.937772 0.4 0.8 0.8
H -0.676876 -2.602843 4.488412 -0.3 0.4 -0.1
H -0.739986 -3.005273 6.208282 0.3 -0.3 0.1
H 0.830424 -2.955113 5.179222 -0.1 -0.2 0.6
H -2.017956 1.533087 5.301862 -0.3 -0.1 -0.5
H -1.364286 0.373487 3.990552 0.1 0.5 0.0
H -0.318436 1.510367 4.972482 0.0 -0.4 -0.3
C 2.137774 1.531457 -6.297748 0.3 0.4 0.1
C 2.758864 2.471227 -7.367388 0.3 -3.1 -0.4
O 3.354404 2.054847 -8.329948 -1.1 2.0 1.6
N 2.466044 3.971077 -7.151898 1.2 -1.0 -1.3
H 2.009614 4.041917 -6.253708 -0.4 0.3 1.0
H 1.767784 4.209587 -7.841568 -0.3 0.1 -0.4
C 3.664144 4.895357 -7.283048 -1.0 -0.3 1.1
H 2.461894 1.746617 -5.279538 0.4 0.4 -0.1
H 2.414244 0.491027 -6.468528 0.3 0.3 -0.4
H 1.051594 1.555687 -6.209948 -0.2 0.4 -0.5
H 3.211834 5.887077 -7.286358 0.4 0.1 -0.5
H 4.271874 4.603397 -8.139508 -0.1 0.1 0.2
H 4.166114 4.795337 -6.320698 0.6 -0.2 -0.4
C -4.300486 0.283787 2.526952 -1.3 -0.2 -0.6
N -4.784716 -1.077753 1.981042 0.3 1.0 0.8
C -6.077036 -1.295673 1.604672 0.8 -0.1 0.9
C -6.497636 -2.573803 1.256262 0.5 0.8 -0.1
C -5.550576 -3.593533 1.221802 -0.5 -0.8 -0.1
C -4.251436 -3.331483 1.632072 0.2 0.0 -0.6
C -3.878746 -2.045613 2.001672 -0.5 -1.2 0.0
C -5.996246 -4.976643 0.769842 0.6 -0.2 -0.1
C -6.813376 -5.119643 -0.368658 -0.8 -1.6 1.0
C -7.352046 -6.398633 -0.717388 2.4 2.5 0.7
N -6.881136 -7.509013 -0.077958 -0.6 1.5 -0.8
C -5.981966 -7.410633 0.909322 -0.2 1.1 0.1
C -5.546976 -6.159483 1.393942 -0.5 -1.0 -0.8
C -7.340716 -8.834013 -0.502348 -0.5 0.0 0.1
H -4.850686 1.015527 1.935412 0.6 0.4 -0.1
H -3.216876 0.360827 2.437692 -0.3 0.0 -0.4
H -4.604766 0.415137 3.565352 -0.1 -0.4 0.0
H -6.713516 -0.439893 1.774802 -0.2 0.0 -0.5
H -7.533796 -2.752373 1.009532 0.0 0.1 0.0
H -3.499626 -4.101743 1.543262 0.1 0.0 0.2
H -2.902576 -1.834083 2.412442 0.2 0.2 -0.4
H -7.138986 -4.244633 -0.911548 0.0 -0.1 -0.2
H -7.938346 -6.337423 -1.622328 -0.5 -1.2 0.1
H -5.710186 -8.399953 1.246642 0.5 0.3 0.6
H -4.864496 -6.204803 2.229742 0.0 0.4 0.1
H -8.425546 -8.757443 -0.575718 0.1 -0.3 -0.5
H -7.139966 -9.555663 0.289502 0.2 0.0 -0.3
H -6.828916 -9.059343 -1.437978 -0.3 -0.3 0.1
C 2.887684 -8.380903 5.655252 -0.9 -1.9 -0.3
N 2.335314 -7.742163 4.455152 1.1 0.0 -2.1
C 2.639384 -8.228183 3.176292 0.0 1.7 1.8
C 2.359704 -7.429633 2.064002 0.9 -3.0 0.8
C 1.703754 -6.246303 2.184832 -0.8 2.0 1.8
C 1.390694 -5.745373 3.490982 1.1 -2.1 -0.6
C 1.768744 -6.562573 4.576452 -1.6 2.4 -0.5
C 1.331024 -5.459193 1.016562 -2.2 0.9 -0.5
C 0.073044 -4.813303 1.015502 0.4 1.8 -1.1
C -0.234826 -3.932063 -0.044768 0.6 -2.4 -0.3
N 0.520254 -3.986093 -1.211388 -0.8 1.4 1.9
C 1.680074 -4.618813 -1.236798 0.3 -0.5 0.7
C 2.100184 -5.326843 -0.097488 1.0 -0.5 -0.3
C 0.213014 -3.009233 -2.321148 -0.4 -1.3 0.1
H 2.249324 -8.270153 6.531792 0.1 0.8 -0.1
H 3.939214 -8.163633 5.842842 -0.2 0.1 -0.2
H 2.696034 -9.428803 5.424462 0.9 -0.3 0.3
H 3.213574 -9.139413 3.256142 -0.1 -0.2 -0.7
H 2.639554 -7.837743 1.104032 0.0 0.1 -0.1
H 0.974844 -4.753683 3.591022 0.0 0.0 0.2
H 1.560234 -6.251123 5.589332 0.2 0.1 0.1
H -0.542966 -4.838203 1.902242 -0.2 0.1 -0.1
H -1.138166 -3.340813 -0.073058 0.2 0.2 -0.1
H 2.251564 -4.510453 -2.146778 0.6 0.0 -0.1
H 3.065014 -5.797063 0.022532 0.4 0.2 -1.0
H 0.870924 -3.341293 -3.124258 0.1 1.0 0.0
H 0.354434 -2.016803 -1.893138 0.3 0.0 -0.5
H -0.821966 -3.164723 -2.625678 0.1 0.2 0.1
C -0.970166 7.445107 4.950792 0.2 0.5 0.4
N -0.292086 6.989177 3.758442 0.3 0.0 -1.3
C 0.150144 5.751307 3.687402 0.8 -1.0 -0.6
C 0.847704 5.269087 2.560832 -0.5 -0.5 1.3
C 1.048764 6.048097 1.456972 -1.1 2.7 -0.2
C 0.475244 7.378697 1.533842 0.1 -1.4 0.2
C -0.165536 7.784687 2.677872 0.7 0.6 -0.3
C 1.788644 5.639537 0.258402 1.0 -1.7 -0.8
C 2.873414 4.746607 0.382462 -0.2 0.5 -0.5
C 3.566354 4.308607 -0.737398 -0.9 1.3 -1.4
N 3.169234 4.732667 -2.036118 0.9 -0.5 2.5
C 2.121374 5.564437 -2.157758 0.7 -0.7 0.1
C 1.446444 5.999447 -1.037838 -0.6 1.2 0.7
C 3.996864 4.342587 -3.227418 -0.3 -0.6 0.2
H -1.991136 7.066087 4.905542 0.1 -0.1 0.4
H -0.941886 8.534387 4.978622 -0.2 -0.1 -0.1
H -0.345586 7.106987 5.777652 -0.6 -0.2 0.2
H -0.047996 5.145547 4.559292 0.0 -0.2 -0.1
H 1.185704 4.244797 2.615492 0.1 -0.1 -0.1
H 0.524934 8.056307 0.694322 0.2 0.1 0.1
H -0.446376 8.813157 2.850452 -0.4 0.0 -0.3
H 3.247724 4.520687 1.370012 0.2 -0.4 -0.1
H 4.485304 3.760857 -0.589468 0.2 -0.4 -0.6
H 1.850644 5.863497 -3.159588 0.0 0.0 0.0
H 0.684674 6.759067 -1.133218 -0.3 -0.3 -0.5
H 3.389234 3.681547 -3.845408 -0.1 0.1 0.0
H 4.858814 3.753797 -2.913618 0.1 0.2 0.1
H 4.293844 5.237167 -3.774798 0.0 -0.1 0.2
C -0.875496 1.324057 0.478262 -0.7 0.1 -0.5
C -0.157716 2.041417 -0.689898 0.6 0.2 -0.7
C 1.178794 1.324217 -1.014438 -0.8 -0.6 -1.2
O 1.828394 1.646077 -2.240288 -2.1 1.1 1.1
C 3.001734 0.901497 -2.324628 1.2 -0.7 -1.1
N -1.074626 2.181627 -2.006718 1.8 0.2 2.3
H -1.135096 1.308797 -2.511308 -0.2 -1.0 0.0
H -1.977066 2.610647 -1.859658 -0.6 0.1 0.4
H -0.598766 2.765507 -2.679578 0.4 0.8 -0.2
H -1.166666 0.306197 0.218852 -0.1 0.0 -0.5
H -1.768586 1.878577 0.766332 -0.2 0.1 -0.2
H -0.328826 1.179377 1.410102 0.8 0.5 -0.4
H 0.176884 3.027897 -0.368948 -0.9 0.5 -0.3
H 0.858774 0.283157 -1.057708 0.6 -0.5 0.1
H 1.944044 1.487867 -0.255678 -0.5 -0.2 0.7
H 3.679014 0.989167 -1.475098 0.1 0.5 0.1
H 3.455934 1.265887 -3.246048 0.6 -0.2 0.2
H 2.841314 -0.170213 -2.442138 -0.4 -0.1 -0.1
B -2.631506 3.901397 4.109572 -1.4 1.2 0.8
F -3.882976 3.447827 4.524972 -0.4 -1.1 0.1
F -2.827756 5.106117 3.486642 0.4 1.3 -0.4
F -1.874726 4.091067 5.283032 0.9 -0.1 0.7
F -1.994596 3.056157 3.267272 0.9 -1.7 -0.9
B 0.841014 -1.297423 2.133342 2.5 0.1 -1.5
F 1.601634 -0.903813 1.085962 0.6 0.9 -1.4
F 1.469204 -2.472483 2.554452 -0.1 -1.5 1.8
F 0.797164 -0.299653 3.067742 -0.7 0.4 1.7
F -0.385136 -1.630413 1.657352 -3.2 -0.7 0.0
B -4.482576 3.198527 -0.990688 -1.0 2.6 -1.2
F -4.073086 2.228057 -0.155718 0.9 -2.8 1.5
F -5.752406 3.611077 -0.631498 -1.5 -0.2 0.3
F -3.672066 4.313627 -0.780358 1.3 0.5 -0.2
F -4.470046 2.837107 -2.337618 0.4 -0.5 0.0
B -1.797956 -0.687733 -3.420718 0.3 0.1 -0.7
F -2.601906 0.251297 -3.888358 -2.8 2.0 -0.8
F -0.589906 -0.028533 -3.305788 2.4 -0.1 0.5
F -2.172396 -1.185813 -2.210598 -0.8 -0.6 2.9
F -1.753826 -1.741553 -4.253088 0.6 -2.1 -1.7
B 6.223064 2.137127 0.181112 1.0 -1.4 -0.2
F 6.425094 3.453267 0.531802 -0.3 1.7 0.2
F 6.098644 1.967887 -1.171838 -0.9 0.8 -1.7
F 7.291944 1.375817 0.545652 1.6 -0.7 1.0
F 5.104744 1.627537 0.806732 -1.8 0.1 0.8
B 4.276734 -2.680983 -3.282848 0.5 0.1 -1.3
F 4.985804 -2.443103 -4.462428 0.2 -0.2 0.6
F 4.248554 -4.031443 -2.958878 0.4 -2.4 0.4
F 4.591304 -1.987663 -2.185578 2.1 1.3 2.0
F 2.972844 -2.358363 -3.455978 -3.8 0.5 -1.3
B -0.176396 4.648217 -4.672508 -1.2 -0.2 -0.1
F 1.175394 4.289247 -4.818708 1.3 -0.3 -0.3
F -0.974076 3.804077 -5.432928 0.3 0.1 -0.1
F -0.458826 4.507917 -3.319148 -0.2 -0.4 1.2
F -0.341326 5.968977 -4.973258 0.1 1.0 -0.7
B 6.245594 2.490937 -5.614308 0.7 -0.7 -0.8
F 5.003554 1.969247 -5.319648 -2.0 -0.3 0.2
F 6.277554 2.819607 -6.975318 -0.2 0.4 -0.8
F 6.489484 3.578707 -4.859148 -0.4 3.1 1.4
F 7.214734 1.618967 -5.286228 1.4 -1.9 -0.1
```
Positions in Å, forces in eV/Å.

Properties
Electronic energy in Eh: -5909.0902
Charge: +1
HOMO energy in eV: -9.427

# 2
Computed, not measured: a structure of composition C34H41AlB2Cl2FMgN2O26S in a non-equilibrium geometry, with ωB97M-V/def2-TZVPD.

Geometry as XYZ:
```
111
Properties=species:S:1:pos:R:3:forces:R:3
C 1.357826 -6.513736 3.257419 -0.9 0.9 -0.6
C 0.992903 -6.056210 1.724042 0.7 -0.8 2.0
O 1.317258 -7.195194 0.884571 -1.9 1.0 0.0
C 1.860696 -4.734316 1.440590 -1.1 -0.2 -0.1
C 2.069331 -4.367346 -0.110314 1.1 -1.3 -0.2
S 3.463969 -3.084006 -0.001679 2.5 4.9 -2.1
C 5.039538 -3.843254 0.701499 -0.7 -0.9 1.0
O 3.120167 -1.926648 0.918741 -0.1 -2.8 -1.3
O 3.869746 -2.583389 -1.391356 -1.5 -1.9 3.3
O 2.714620 -5.351756 -0.958216 -1.4 1.8 3.1
B 2.130966 -5.418050 -2.318241 1.0 1.1 1.1
O 1.719860 -6.840231 -2.425952 -1.1 0.9 -0.9
N 0.457973 -6.972615 -2.887571 0.7 -2.2 2.1
O 0.007702 -7.965193 -2.354425 -0.7 1.0 -1.4
O 1.104820 -4.376204 -2.264723 -1.3 0.6 0.6
C 0.773873 -3.798082 -0.957857 0.6 -1.3 -3.2
C 0.751729 -2.222273 -1.328318 0.3 0.4 -1.1
C -0.666043 -1.708927 -1.925933 -2.6 3.1 5.8
O -1.496221 -1.027545 -1.286811 4.2 -3.3 -3.6
Cl -1.099790 -2.134460 -3.675209 -0.1 -0.4 -1.0
C -0.663488 -4.467601 -0.688673 -0.3 0.4 1.2
C -1.494164 -3.866368 0.533803 -2.4 0.3 2.8
C -2.850147 -4.614625 0.895733 1.7 3.1 1.7
C -3.692130 -4.109539 2.108851 2.1 1.6 -0.6
C -3.297542 -2.883820 2.978978 2.7 -1.1 -2.8
C -1.968057 -2.143575 2.634298 -1.0 -3.1 -2.2
C -1.097428 -2.658047 1.422168 -2.8 -1.4 1.0
H 1.709689 -5.581455 3.825835 -0.3 -1.5 -0.6
H 2.135554 -7.345891 3.185539 -1.1 1.3 0.3
H 0.391323 -6.863022 3.779658 1.6 0.2 -0.7
H -0.143061 -5.907160 1.716546 1.5 0.3 -0.3
H 0.436678 -7.535093 0.578159 1.5 0.1 0.1
H 1.307765 -3.833621 1.922478 1.0 -1.5 -0.7
H 2.835841 -4.841864 2.041099 -1.3 0.1 -1.3
H 5.900923 -3.124159 0.485827 -1.5 -1.0 0.0
H 4.863131 -3.909634 1.834466 0.4 0.2 -1.7
H 5.181754 -4.898686 0.288978 -0.1 1.6 0.3
H 3.019100 -5.107426 -3.049715 0.1 -0.1 -0.8
H 1.511157 -2.061508 -2.190365 -1.1 -0.6 1.6
H 1.055037 -1.520072 -0.478876 -0.8 -0.8 -1.1
H -0.502923 -5.599113 -0.522168 -0.2 1.8 -0.2
H -1.322209 -4.397216 -1.641238 1.3 0.1 1.5
H -3.158738 -5.528252 0.255662 0.3 1.7 1.1
H -4.647139 -4.685536 2.369503 1.2 1.1 -0.5
H -3.926925 -2.550131 3.868827 0.9 -0.6 -1.5
H -1.575700 -1.238988 3.234173 -0.7 -1.7 -1.0
H -0.120781 -2.101147 1.238202 -1.5 -0.9 0.2
Mg -3.161837 -2.142493 -5.485536 0.8 0.4 0.9
O 1.315271 -1.525987 4.304953 -0.9 0.6 -0.3
C 1.169701 -0.444373 3.793697 1.1 -1.0 0.2
O -0.044323 0.150854 3.606540 -0.1 -0.3 0.2
C 0.134358 1.371050 2.876974 -0.2 0.6 -0.3
C 1.576193 1.761583 3.104097 0.4 0.5 0.0
C 2.264154 0.418336 3.233377 0.0 0.5 0.1
H -0.083853 1.181732 1.820910 0.0 0.0 0.0
H -0.558302 2.127638 3.250877 -0.1 -0.3 0.0
H 1.982619 2.387470 2.307758 -0.1 0.0 0.1
H 1.667551 2.312379 4.045893 0.0 0.0 -0.1
H 2.569131 0.021355 2.261247 0.1 -0.2 0.1
H 3.114130 0.466909 3.914546 -0.1 -0.3 -0.2
C -1.774245 2.862233 -5.055924 -0.6 0.4 1.1
C -1.495987 3.642066 -6.299748 -0.1 0.8 0.1
O -0.517213 2.860308 -6.962201 -0.4 -1.1 0.2
C -0.761622 1.579873 -6.581840 0.8 -0.6 -0.7
O -0.318491 0.611957 -7.138313 -0.6 0.5 0.6
O -1.580710 1.521633 -5.492487 0.2 -0.4 -0.6
F -0.955713 4.847435 -6.004527 0.0 0.1 -0.1
H -1.070779 3.086645 -4.248754 0.1 0.1 -0.2
H -2.790303 3.014143 -4.686863 0.1 -0.2 -0.1
H -2.364480 3.774545 -6.952915 0.2 0.2 0.0
B 4.857759 4.722970 6.273498 0.6 -1.2 -0.4
O 5.126355 5.740334 5.243119 -0.8 0.8 1.1
C 4.610771 6.884958 5.678819 1.9 1.0 -4.4
O 4.655228 7.924621 5.076632 -0.3 -0.7 1.0
C 3.988626 6.673848 6.996674 -1.6 -1.3 3.6
O 3.431904 7.515367 7.665042 0.7 -0.1 -0.1
O 4.126540 5.408100 7.357623 -0.1 1.7 -0.5
O 4.064526 3.614510 5.723549 0.6 0.2 0.4
C 4.781615 2.499089 5.885149 -2.7 -1.5 -1.5
O 4.419593 1.403561 5.539352 0.4 0.8 0.3
C 6.052544 2.824685 6.537446 3.2 -0.1 1.5
O 6.923484 2.045679 6.824513 -0.8 0.5 -0.3
O 6.109415 4.138540 6.773150 -0.8 -0.1 -0.3
Al -2.742467 -6.165418 2.833689 0.5 -0.1 0.3
C -5.285710 0.777156 -0.991780 -0.6 0.1 0.5
C -4.501914 1.964304 -0.524915 0.3 0.1 0.9
O -4.073072 2.562351 -1.740795 -0.4 -0.2 -0.7
C -4.943237 2.168762 -2.709141 -0.1 0.4 -0.6
O -4.970168 2.622414 -3.820817 0.1 -0.5 0.7
O -5.778501 1.193694 -2.256467 0.4 0.6 -0.4
H -6.106137 0.527447 -0.318184 0.0 -0.1 -0.3
H -4.652836 -0.116651 -1.134393 0.0 0.0 0.0
H -5.117376 2.682251 0.025733 0.0 0.0 -0.1
H -3.647081 1.683280 0.092642 0.0 0.1 -0.2
N -3.377222 4.633263 -8.612106 -0.5 0.2 -0.7
C -3.791391 5.908894 -8.697245 0.3 -0.4 0.2
C -4.550880 6.404454 -9.744159 0.0 -0.1 -0.1
C -4.902832 5.536751 -10.768026 0.0 0.0 -0.1
C -4.487104 4.214115 -10.707134 0.0 0.1 0.0
C -3.733634 3.814397 -9.616196 0.2 0.3 0.5
H -3.488392 6.548984 -7.874962 0.0 0.0 -0.1
H -4.859096 7.442313 -9.759259 0.0 -0.1 0.0
H -5.495725 5.887699 -11.605646 0.0 0.0 0.1
H -4.743315 3.510245 -11.489136 0.0 0.0 0.1
H -3.387927 2.789442 -9.521666 0.0 0.0 -0.1
O 0.503535 7.833622 8.703179 0.2 0.1 0.2
H 1.457444 7.921950 8.580439 -0.2 0.0 -0.1
H 0.364100 8.063261 9.630471 -0.1 0.0 -0.2
Cl -4.488253 -1.977246 -0.533053 0.2 -0.8 -0.1
O 5.328970 7.805713 10.170025 0.6 -0.4 0.4
H 4.628172 7.971983 9.534567 -0.9 0.4 -0.9
```
Positions in Å, forces in eV/Å.

Properties
Electronic energy in Eh: -5295.8094
Charge: +1
HOMO energy in eV: -10.342

# 3
Computed, not measured: a structure of composition C21H14Cl2GaN6 in a non-equilibrium geometry, with ωB97M-V/def2-TZVPD.

Geometry as XYZ:
```
44
Properties=species:S:1:pos:R:3:forces:R:3
Ga 0.148392 -0.330587 -0.442001 1.5 0.0 -0.5
C 1.335414 -2.395386 3.130781 -0.4 2.3 0.0
C 0.997376 -2.153381 1.774038 -0.4 -1.0 1.0
N 0.593911 -0.969968 1.374745 -0.3 0.4 -1.1
C 0.572219 0.139527 2.179376 -0.6 -0.2 -1.3
C 0.918798 0.001206 3.478839 1.8 -0.5 3.1
C 1.313883 -1.284069 3.963606 -0.7 -0.6 -0.4
C 1.048435 1.147700 4.315508 -0.5 0.1 -0.1
C 0.778141 2.350636 3.763135 -0.3 -0.7 -0.4
C 0.290976 2.482110 2.448043 0.3 0.6 0.4
C 0.146272 1.393649 1.641592 -0.1 0.4 -0.8
N -0.243052 1.368481 0.291318 0.0 -0.3 -0.1
C -1.377702 1.937943 -0.322837 0.7 -2.4 -0.4
C -2.092274 3.041287 -0.023694 -0.6 0.1 -0.1
C -3.324839 3.305946 -0.653586 -0.4 0.0 -0.5
C -3.789011 2.597401 -1.713143 -1.0 -0.1 0.2
C -3.077741 1.443570 -2.102837 0.5 0.1 0.3
C -3.526248 0.633548 -3.143017 0.1 -0.6 -1.8
C -2.726751 -0.447103 -3.547491 -1.1 0.8 1.8
C -1.674157 -0.834769 -2.727491 0.2 -1.1 -1.4
N -1.323834 -0.105402 -1.686656 1.3 -0.8 0.7
C -1.897541 1.057225 -1.384162 -2.0 2.3 -0.2
H 1.507245 -3.331473 3.593960 0.3 -1.0 -0.3
H 0.913093 -2.969732 1.058486 0.3 0.2 0.1
H 1.476738 -1.414557 5.037126 0.2 0.2 -0.4
H 1.296105 1.152626 5.369424 0.3 -0.7 -0.1
H 0.929786 3.211178 4.349651 0.0 1.0 0.5
H 0.140670 3.512832 2.168410 -0.3 -0.1 -0.7
H -1.829231 3.736327 0.727440 0.6 0.3 0.8
H -3.947010 4.069463 -0.241472 -0.1 0.6 0.1
H -4.781398 2.780534 -2.181985 1.0 0.1 0.4
H -4.456262 0.899611 -3.743036 1.3 -0.4 1.0
H -3.075247 -1.119682 -4.273758 -0.1 -0.5 -1.2
H -1.105229 -1.772020 -3.008766 -0.6 1.3 0.8
Cl 5.165868 -2.534569 1.204886 -0.1 0.1 0.2
C 4.819199 -3.408780 -0.279583 -0.1 -1.5 1.0
Cl 3.093147 -3.557484 -0.626768 -0.1 0.0 0.0
H 5.194827 -4.438123 -0.181819 -0.1 0.6 0.0
H 5.299209 -2.914205 -1.067381 0.5 0.7 -1.1
N 1.593448 -0.932724 -1.559585 -0.6 0.9 1.7
C 1.690155 -1.305589 -2.668215 -0.6 -0.4 -1.1
N 1.777515 -1.793399 -3.812782 -0.8 0.6 -1.4
C 0.954810 -1.296574 -4.801390 -0.2 0.0 -0.6
N 0.251896 -0.953226 -5.676908 1.4 -0.7 1.9
```
Positions in Å, forces in eV/Å.

Properties
Electronic energy in Eh: -3982.1782
Energy relative to the best compared isomer or geometry (same formula, charge and spin) in eV: 0.0000
Charge: +1
HOMO energy in eV: -11.136

no.,HOMO-LUMO gap (eV)
1,3.081
2,0.885
3,7.348